The following is a DFT calculation (the ωB97M-V functional and the def2-TZVPD basis) of an isolated ion of composition C4H13N2O and charge +1 in a non-equilibrium geometry.

SMILES = N[C@H](C[NH3+])CCO
highest occupied orbital energy = -0.496 Eh
calculated total energy = -9378.5699 eV
2S+1 = 1
energy relative to the best compared isomer or geometry (same formula, charge and spin) = 69.5 kcal per mole
net charge = +1
orbital gap = 10.032 eV

CARTESIAN COORDINATES (ANGSTROEM)
N (-1.27, -0.06, 1.43)
C (-0.40, -0.01, 0.22)
C (-0.19, -1.42, -0.32)
N (-1.48, -2.20, -0.38)
C (0.95, 0.80, 0.55)
C (1.63, 1.60, -0.67)
O (1.00, 2.83, -0.80)
H (-1.57, 0.82, 1.66)
H (-0.98, -0.33, 2.35)
H (-0.89, 0.45, -0.59)
H (0.15, -1.48, -1.36)
H (0.65, -1.94, 0.29)
H (-2.13, -1.57, 0.16)
H (-1.94, -2.20, -1.30)
H (-1.46, -3.19, -0.21)
H (1.65, 0.00, 0.75)
H (0.57, 1.54, 1.31)
H (1.50, 1.07, -1.56)
H (2.63, 1.72, -0.36)
H (1.56, 3.56, -1.16)



The following is a DFT calculation (the ωB97M-V functional and the def2-TZVPD basis) of C14H10N3O6S as an isolated structure in a non-equilibrium geometry.

highest occupied orbital energy = -0.168 Eh
calculated total energy = -42263.7483 eV
2S+1 = 1
energy relative to the best compared isomer or geometry (same formula, charge and spin) = 11.4 kcal per mole
net charge = -1
orbital gap = 5.543 eV

CARTESIAN COORDINATES (ANGSTROEM)
O (0.69, -4.25, -3.05)
N (0.91, -3.96, -1.85)
O (1.86, -4.47, -1.20)
C (0.05, -3.02, -1.21)
C (0.28, -2.67, 0.13)
C (-0.53, -1.71, 0.73)
C (-1.56, -1.07, 0.00)
C (-2.28, 0.09, 0.55)
C (-3.63, 0.32, 0.18)
N (-4.35, 1.20, 0.96)
O (-5.47, 1.68, 0.63)
O (-3.81, 1.49, 2.08)
C (-1.83, -1.51, -1.31)
C (-1.03, -2.46, -1.92)
H (1.10, -3.13, 0.67)
H (-0.35, -1.40, 1.76)
H (-2.02, 0.34, 1.59)
H (-4.07, -0.03, -0.75)
H (-2.64, -1.06, -1.88)
H (-1.19, -2.75, -2.95)
S (-1.33, 1.96, -0.32)
C (0.31, 2.06, 0.02)
C (1.30, 1.85, -0.98)
C (2.64, 1.81, -0.63)
C (3.04, 2.03, 0.71)
N (4.39, 1.80, 1.12)
O (4.67, 1.95, 2.33)
O (5.23, 1.44, 0.27)
C (2.07, 2.39, 1.66)
C (0.73, 2.44, 1.32)
H (0.99, 1.71, -2.01)
H (3.42, 1.59, -1.36)
H (2.41, 2.60, 2.68)
H (-0.02, 2.74, 2.04)



The following is a DFT calculation (the ωB97M-V functional and the def2-TZVPD basis) of C22H41ClInNP3S as an isolated structure in a non-equilibrium geometry.

highest occupied orbital energy (spin up / spin down) = -0.587 / -0.587 Eh
calculated total energy = -81337.5532 eV
2S+1 = 1
energy relative to the best compared isomer or geometry (same formula, charge and spin) = 0.0 kcal per mole
net charge = +3
orbital gap (spin up / spin down) = 3.808 / 3.807 eV

CARTESIAN COORDINATES (ANGSTROEM)
In (0.24, 1.70, -1.73)
P (1.25, -1.97, 2.21)
P (1.23, -0.48, -2.28)
P (-1.06, 1.26, 1.99)
H (-2.00, 2.44, -2.99)
C (-1.70, 2.70, -1.96)
C (-0.64, 3.66, -1.74)
H (-0.37, 4.28, -2.61)
C (0.09, -3.38, 2.46)
C (2.71, -2.95, 1.68)
C (1.77, -1.80, 3.97)
C (1.65, -0.68, -4.04)
C (2.81, -0.83, -1.45)
C (0.17, -1.92, -1.93)
C (-2.32, 2.56, 2.29)
C (0.12, 1.68, 3.36)
C (-1.96, -0.09, 2.86)
H (-2.48, 2.59, -1.21)
H (-0.60, 4.15, -0.76)
H (0.57, -4.13, 3.11)
H (-0.14, -3.83, 1.49)
H (-0.84, -3.02, 2.92)
H (2.93, -3.70, 2.45)
H (3.57, -2.29, 1.55)
H (2.49, -3.46, 0.73)
H (2.06, -2.79, 4.34)
H (0.94, -1.42, 4.58)
H (2.62, -1.11, 4.05)
H (2.74, -0.84, -4.10)
H (1.35, 0.19, -4.62)
H (1.11, -1.57, -4.41)
H (2.85, -1.91, -1.25)
H (2.94, -0.27, -0.52)
H (3.61, -0.55, -2.15)
H (0.56, -2.73, -2.56)
H (-0.88, -1.70, -2.18)
H (0.25, -2.18, -0.86)
H (-2.55, 2.55, 3.37)
H (-3.23, 2.33, 1.71)
H (-1.92, 3.54, 2.01)
H (-0.46, 1.99, 4.24)
H (0.76, 2.50, 3.03)
H (0.75, 0.81, 3.61)
H (-2.80, 0.35, 3.41)
H (-1.31, -0.64, 3.55)
H (-2.37, -0.78, 2.10)
C (-3.93, -0.71, -1.53)
C (-4.25, -2.05, -1.23)
C (-4.20, -3.03, -2.22)
C (-3.75, -2.70, -3.51)
C (-3.30, -1.41, -3.78)
C (-3.30, -0.43, -2.76)
S (-4.39, 0.46, -0.33)
H (-5.19, 1.23, -1.08)
H (-4.64, -2.30, -0.24)
H (-4.56, -4.03, -1.99)
H (-3.74, -3.44, -4.31)
H (-3.01, -1.13, -4.80)
H (-2.85, 0.54, -2.93)
Cl (4.11, 0.74, 2.24)
C (3.58, 1.90, 1.09)
C (4.39, 2.98, 0.73)
C (3.90, 3.90, -0.20)
C (2.64, 3.70, -0.78)
N (1.90, 2.64, -0.42)
C (2.33, 1.75, 0.50)
H (5.38, 3.09, 1.16)
H (4.46, 4.78, -0.52)
H (2.23, 4.37, -1.54)
H (1.71, 0.88, 0.72)



The following is a DFT calculation (the ωB97M-V functional and the def2-TZVPD basis) of one molecule with the formula C19H27N3O6S.

SMILES = C=CCNC(=O)NC(=O)COC(=O)[C@H](C)NS(=O)(=O)c1c(C)c(C)cc(C)c1C
highest occupied orbital energy = -0.330 Eh
calculated total energy = -47732.7139 eV
2S+1 = 1
energy relative to the best compared isomer or geometry (same formula, charge and spin) = 23.2 kcal per mole
net charge = 0
orbital gap = 9.511 eV

CARTESIAN COORDINATES (ANGSTROEM)
C (-7.17, -3.25, 1.93)
C (-6.19, -2.41, 1.66)
C (-5.05, -2.72, 0.73)
N (-3.77, -2.45, 1.36)
C (-2.98, -1.46, 0.94)
O (-3.18, -0.75, -0.02)
N (-1.80, -1.27, 1.71)
C (-1.40, -1.95, 2.80)
O (-2.00, -2.88, 3.31)
C (-0.09, -1.48, 3.43)
O (0.85, -0.96, 2.49)
C (1.20, 0.32, 2.64)
O (0.81, 1.05, 3.51)
C (2.24, 0.75, 1.61)
C (3.63, 0.74, 2.26)
N (1.91, 2.08, 1.12)
S (0.48, 2.01, 0.22)
O (-0.10, 3.32, 0.19)
O (-0.32, 0.96, 0.81)
C (1.16, 1.54, -1.38)
C (2.20, 2.35, -1.84)
C (2.58, 3.64, -1.18)
C (2.91, 1.94, -2.98)
C (4.05, 2.74, -3.51)
C (2.54, 0.76, -3.61)
C (1.47, 0.00, -3.18)
C (1.10, -1.25, -3.93)
C (0.74, 0.40, -2.05)
C (-0.44, -0.41, -1.63)
H (-7.97, -2.98, 2.60)
H (-7.21, -4.23, 1.50)
H (-6.15, -1.43, 2.10)
H (-5.11, -2.08, -0.15)
H (-5.09, -3.77, 0.42)
H (-3.52, -2.96, 2.20)
H (-1.24, -0.48, 1.38)
H (0.37, -2.34, 3.93)
H (-0.32, -0.71, 4.17)
H (2.21, 0.07, 0.75)
H (4.36, 1.12, 1.55)
H (3.89, -0.27, 2.55)
H (3.63, 1.38, 3.14)
H (1.79, 2.72, 1.89)
H (1.77, 4.01, -0.57)
H (2.82, 4.38, -1.93)
H (3.45, 3.50, -0.55)
H (4.78, 2.95, -2.73)
H (3.70, 3.69, -3.91)
H (4.55, 2.20, -4.31)
H (3.10, 0.44, -4.48)
H (1.03, -2.10, -3.26)
H (0.14, -1.13, -4.43)
H (1.85, -1.47, -4.69)
H (-1.15, 0.18, -1.07)
H (-0.95, -0.82, -2.49)
H (-0.13, -1.24, -1.00)



The following is a DFT calculation (the ωB97M-V functional and the def2-TZVPD basis) of C15H30BBr10ClF3O3P2 as an isolated structure in a non-equilibrium geometry.

highest occupied orbital energy = -0.174 Eh
calculated total energy = -762539.6569 eV
2S+1 = 1
net charge = -1
orbital gap = 6.693 eV

CARTESIAN COORDINATES (ANGSTROEM)
C (0.93, -3.80, 1.44)
C (0.80, -3.38, -0.09)
Cl (-0.94, -3.54, -0.72)
C (1.49, -2.00, -0.48)
B (1.07, -0.67, 0.39)
C (-0.54, -0.34, 0.48)
C (-1.33, -0.93, 1.73)
C (-2.81, -0.31, 1.86)
F (-3.36, -0.89, 3.05)
Br (-2.77, 1.64, 2.17)
C (-3.80, -0.72, 0.69)
F (-5.03, -0.07, 0.96)
F (-3.42, -0.28, -0.57)
Br (-4.25, -2.66, 0.68)
P (1.98, -0.56, 2.12)
P (3.96, 0.30, 1.69)
O (5.04, -0.78, 1.49)
O (3.94, 1.22, 0.27)
O (4.36, 1.38, 2.95)
H (0.50, -4.85, 1.56)
H (0.53, -3.05, 2.17)
H (2.05, -3.92, 1.63)
H (1.36, -4.19, -0.66)
H (2.61, -2.16, -0.45)
H (1.21, -1.79, -1.56)
H (1.54, 0.26, -0.22)
H (-0.64, 0.80, 0.52)
H (-1.00, -0.68, -0.50)
H (-0.86, -0.71, 2.74)
H (-1.48, -2.05, 1.70)
H (1.29, 0.34, 3.00)
H (4.27, 0.70, -0.49)
H (4.21, 2.27, 2.56)
Br (1.69, 3.03, 0.98)
C (2.92, 3.33, -0.50)
C (2.16, 3.55, -1.79)
Br (1.50, 1.86, -2.48)
H (3.59, 2.48, -0.54)
H (3.48, 4.23, -0.23)
H (2.82, 3.94, -2.57)
H (1.31, 4.22, -1.68)
Br (-6.61, -5.15, -0.35)
C (-7.83, -3.98, -1.31)
C (-9.04, -3.63, -0.48)
Br (-10.30, -5.12, -0.40)
H (-8.08, -4.48, -2.24)
H (-7.25, -3.08, -1.53)
H (-9.59, -2.81, -0.93)
H (-8.79, -3.38, 0.55)
Br (5.63, 2.88, 1.40)
C (6.70, 1.27, 1.09)
C (7.41, 1.34, -0.23)
Br (6.20, 0.99, -1.71)
H (6.02, 0.43, 1.18)
H (7.41, 1.25, 1.92)
H (8.17, 0.55, -0.29)
H (7.88, 2.30, -0.42)
Br (-0.64, 4.50, -3.72)
C (-1.88, 3.23, -2.92)
C (-2.92, 3.91, -2.06)
Br (-2.15, 4.48, -0.36)
H (-1.27, 2.52, -2.37)
H (-2.36, 2.73, -3.76)
H (-3.71, 3.21, -1.81)
H (-3.36, 4.80, -2.51)



The following is a DFT calculation (the ωB97M-V functional and the def2-TZVPD basis) of a 2-piece molecular cluster, C5H11NO overall in a non-equilibrium geometry.

SMILES = C=C/C=C/NC.O
highest occupied orbital energy = -0.250 Eh
calculated total energy = -8895.9219 eV
2S+1 = 1
energy relative to the best compared isomer or geometry (same formula, charge and spin) = 133.2 kcal per mole
net charge = 0
orbital gap = 7.402 eV

CARTESIAN COORDINATES (ANGSTROEM)
C (0.61, -0.71, -2.43)
C (1.08, -1.50, -1.39)
C (2.09, -1.02, -0.39)
C (1.95, 0.23, 0.08)
N (1.58, 0.59, 1.40)
C (0.74, -0.47, 2.19)
H (0.76, -1.01, -3.53)
H (0.47, 0.35, -2.03)
H (0.90, -2.60, -1.31)
H (2.58, -1.86, 0.20)
H (2.03, 1.07, -0.63)
H (1.15, 1.50, 1.59)
H (-0.15, 0.15, 2.46)
H (1.18, -0.80, 3.11)
H (0.34, -1.41, 1.67)
O (-5.82, 2.07, -0.02)
H (-6.33, 1.80, 0.69)
H (-6.20, 2.93, -0.14)



The following is a DFT calculation (the ωB97M-V functional and the def2-TZVPD basis) of a 15-piece molecular cluster, C27H69N31O18 overall in a non-equilibrium geometry.

highest occupied orbital energy = -0.295 Eh
calculated total energy = -112163.6903 eV
2S+1 = 1
net charge = 0
orbital gap = 6.821 eV

CARTESIAN COORDINATES (ANGSTROEM)
C (4.97, -0.55, 0.76)
C (4.90, -0.29, -0.86)
C (4.49, 1.26, -1.27)
O (4.92, 1.74, -2.45)
O (3.72, 2.17, -0.42)
C (2.97, 3.17, -1.26)
C (1.71, 3.68, -0.28)
C (1.05, 2.27, 0.31)
C (1.11, 1.92, 1.90)
N (0.59, 0.68, 2.57)
C (0.01, -0.22, 1.52)
C (-0.58, -1.69, 2.05)
C (-1.29, -2.78, 1.03)
C (-1.44, -2.45, -0.59)
C (-0.82, -1.02, -1.10)
O (-0.92, -0.67, -2.54)
N (-2.18, -0.85, -2.99)
O (-2.94, 0.02, -2.56)
C (-0.10, 0.08, -0.07)
N (0.43, 1.34, -0.70)
H (5.99, -1.14, 0.97)
H (5.03, 0.43, 1.42)
H (4.08, -1.26, 1.12)
H (4.08, -1.02, -1.30)
H (5.94, -0.63, -1.32)
H (2.43, 2.60, -2.16)
H (3.64, 4.05, -1.63)
H (0.90, 4.13, -1.00)
H (2.06, 4.41, 0.57)
H (1.64, 2.73, 2.60)
H (-0.51, -1.99, 3.19)
H (-1.72, -3.83, 1.39)
H (-1.96, -3.19, -1.37)
C (-0.39, 6.45, -2.54)
O (-0.29, 6.39, -1.32)
N (-0.88, 5.44, -3.28)
N (-0.03, 7.54, -3.25)
H (-0.97, 5.47, -4.28)
H (-1.17, 4.61, -2.79)
H (0.34, 8.32, -2.73)
H (-0.10, 7.61, -4.25)
C (-4.51, 5.51, -0.98)
O (-5.62, 5.87, -0.62)
N (-3.88, 6.04, -2.04)
N (-3.81, 4.55, -0.34)
H (-2.96, 5.76, -2.35)
H (-4.37, 6.77, -2.55)
H (-4.25, 4.13, 0.47)
H (-2.90, 4.24, -0.62)
C (-3.32, -6.08, -1.63)
O (-2.39, -5.45, -1.16)
N (-3.33, -7.43, -1.70)
N (-4.43, -5.49, -2.11)
H (-4.09, -7.96, -2.08)
H (-2.51, -7.91, -1.35)
H (-4.46, -4.48, -2.08)
H (-5.21, -6.00, -2.50)
C (4.52, -1.98, 4.41)
O (4.86, -2.21, 3.26)
N (5.26, -2.37, 5.47)
N (3.40, -1.32, 4.72)
H (5.00, -2.19, 6.42)
H (6.11, -2.87, 5.27)
H (2.82, -1.00, 3.95)
H (3.11, -1.12, 5.66)
C (-5.81, 10.31, -0.99)
O (-5.79, 11.53, -1.08)
N (-6.90, 9.63, -0.61)
N (-4.74, 9.54, -1.28)
H (-6.94, 8.63, -0.53)
H (-7.73, 10.17, -0.38)
H (-3.90, 10.02, -1.57)
H (-4.74, 8.54, -1.21)
C (-0.77, -10.35, -1.56)
O (-1.58, -9.44, -1.53)
N (-0.26, -10.83, -2.71)
N (-0.31, -10.96, -0.45)
H (0.41, -11.58, -2.76)
H (-0.58, -10.41, -3.57)
H (-0.67, -10.62, 0.44)
H (0.36, -11.71, -0.46)
C (6.97, -0.43, 8.24)
O (6.02, -0.86, 7.61)
N (7.01, 0.81, 8.74)
N (8.07, -1.17, 8.49)
H (7.79, 1.18, 9.26)
H (6.21, 1.40, 8.57)
H (8.08, -2.12, 8.13)
H (8.86, -0.84, 9.01)
C (2.74, -9.24, -4.64)
O (2.42, -10.26, -4.05)
N (3.25, -9.24, -5.88)
N (2.61, -8.02, -4.09)
H (3.52, -8.41, -6.38)
H (3.37, -10.15, -6.33)
H (2.22, -7.97, -3.16)
H (2.86, -7.16, -4.56)
C (9.04, -1.81, 4.02)
O (8.72, -2.83, 4.61)
N (9.55, -1.81, 2.78)
N (8.91, -0.58, 4.57)
H (9.82, -0.98, 2.28)
H (9.67, -2.71, 2.33)
H (8.52, -0.53, 5.50)
H (9.16, 0.27, 4.10)
C (-0.79, -8.58, -6.30)
O (-0.96, -9.70, -5.85)
N (0.14, -7.73, -5.83)
N (-1.53, -8.09, -7.31)
H (0.29, -6.80, -6.19)
H (0.72, -8.06, -5.07)
H (-2.25, -8.70, -7.70)
H (-1.42, -7.17, -7.70)
C (-10.83, 10.36, -1.54)
O (-9.90, 10.99, -1.07)
N (-10.84, 9.02, -1.61)
N (-11.94, 10.95, -2.02)
H (-11.60, 8.48, -1.99)
H (-10.02, 8.53, -1.25)
H (-11.97, 11.96, -1.98)
H (-12.72, 10.45, -2.41)
C (-7.12, -0.84, -1.39)
O (-8.31, -0.80, -1.11)
N (-6.29, -1.79, -0.93)
N (-6.53, 0.08, -2.18)
H (-5.31, -1.84, -1.15)
H (-6.70, -2.50, -0.33)
H (-7.12, 0.82, -2.55)
H (-5.55, 0.06, -2.42)
C (-2.97, 0.04, 4.22)
O (-2.87, -0.91, 3.46)
N (-2.33, 1.20, 4.02)
N (-3.74, 0.00, 5.33)
H (-2.40, 1.99, 4.64)
H (-1.74, 1.27, 3.20)
H (-4.24, -0.85, 5.51)
H (-3.84, 0.77, 5.97)
C (5.73, 4.52, 2.51)
O (5.83, 4.46, 3.73)
N (5.24, 3.51, 1.77)
N (6.09, 5.61, 1.81)
H (5.15, 3.54, 0.77)
H (4.95, 2.68, 2.27)
H (6.46, 6.39, 2.33)
H (6.02, 5.68, 0.81)



The following is a DFT calculation (the ωB97M-V functional and the def2-TZVPD basis) of C4H10O4 as an isolated structure in a non-equilibrium geometry.

highest occupied orbital energy = -0.343 Eh
calculated total energy = -12493.6531 eV
2S+1 = 1
energy relative to the best compared isomer or geometry (same formula, charge and spin) = 160.3 kcal per mole
net charge = 0
orbital gap = 8.949 eV

CARTESIAN COORDINATES (ANGSTROEM)
C (-0.83, 0.71, -1.67)
C (0.06, 0.77, -0.51)
C (0.31, -0.53, 0.26)
C (1.63, -0.33, 1.18)
H (-2.30, -0.53, -2.07)
H (-0.18, 0.06, -2.37)
H (-0.81, 1.60, -2.32)
H (1.11, 1.35, -0.73)
H (-0.74, 0.70, 1.41)
H (0.56, -1.17, -0.79)
H (-1.39, -0.51, 0.06)
H (1.23, 0.66, 1.77)
H (2.54, -0.25, 0.78)
H (0.66, -1.64, 2.49)
O (-1.93, 0.15, -1.09)
O (-0.81, 1.36, 0.50)
O (-0.74, -0.97, 0.95)
O (1.61, -1.42, 2.15)



The following is a DFT calculation (the ωB97M-V functional and the def2-TZVPD basis) of a 2-piece molecular cluster, CHN3O3 overall in a non-equilibrium geometry.

highest occupied orbital energy (spin up / spin down) = -0.359 / -0.375 Eh
calculated total energy = -11658.0132 eV
2S+1 = 1
energy relative to the best compared isomer or geometry (same formula, charge and spin) = 88.1 kcal per mole
net charge = 0
orbital gap (spin up / spin down) = 7.940 / 9.083 eV

CARTESIAN COORDINATES (ANGSTROEM)
C (0.43, -1.44, -0.08)
N (1.26, -2.21, 0.12)
N (-0.51, -0.64, -0.43)
N (0.78, 1.24, -0.06)
O (1.87, 1.23, -0.47)
O (-0.01, 1.95, 0.37)
O (-1.51, -0.26, 0.42)
H (-2.31, 0.13, 0.13)



The following is a DFT calculation (the ωB97M-V functional and the def2-TZVPD basis) of an isolated ion of composition CH2O3PS and charge -1 in a non-equilibrium geometry.

SMILES = O=C(O)P([O-])S
highest occupied orbital energy = -0.140 Eh
calculated total energy = -27338.3454 eV
2S+1 = 1
energy relative to the best compared isomer or geometry (same formula, charge and spin) = 14.3 kcal per mole
net charge = -1
orbital gap = 7.342 eV

CARTESIAN COORDINATES (ANGSTROEM)
O (0.80, 1.76, 2.30)
C (0.29, 1.43, 1.31)
O (1.10, 1.54, 0.06)
P (-1.36, 0.83, 0.79)
O (-1.21, 0.72, -0.70)
S (-0.96, -1.15, 1.55)
H (0.35, 1.33, -0.68)
H (-2.18, -1.44, 2.07)